C19H27Cl3CoGeN3PSTe as an isolated structure, computed with ωB97M-V with the def2-TZVPD basis set.

Each line ends with the natural charge from an NBO analysis.
CARTESIAN COORDINATES (ANGSTROEM)
Co 0.73128 0.02885 0.33327  0.623
C 2.25083 3.05530 -0.59117  -0.948
P 1.63791 2.07639 0.81777  0.798
C 3.13183 1.98224 1.85783  -0.940
C 0.58668 3.24902 1.73028  -0.266
C 0.35297 3.01234 3.08330  -0.245
C -0.49487 3.83260 3.80776  -0.188
C -1.11340 4.91052 3.18918  -0.200
C -0.87740 5.16063 1.84682  -0.203
C -0.03603 4.33149 1.11797  -0.232
H 1.45775 3.25837 -1.31000  0.235
H 3.02235 2.47894 -1.10269  0.245
H 2.67298 4.00361 -0.25552  0.246
H 3.45964 2.97985 2.15190  0.245
H 3.92750 1.49402 1.29394  0.244
H 2.94407 1.39028 2.75057  0.247
H 0.83645 2.18421 3.58540  0.214
H -0.66931 3.63401 4.85662  0.223
H -1.77040 5.55605 3.75517  0.224
H -1.35044 6.00525 1.36383  0.222
H 0.13098 4.54886 0.07220  0.211
Te -1.85608 -0.24271 1.05580  0.332
C -2.87019 1.34588 1.95215  -0.530
C -3.48839 1.43730 3.16498  -0.264
C -4.25088 2.63203 3.28169  -0.243
C -4.20840 3.39452 2.15515  -0.406
S -3.22735 2.68808 0.95521  0.488
H -3.43407 0.68819 3.93941  0.237
H -4.81239 2.90137 4.16181  0.240
H -4.69357 4.33665 1.96913  0.252
C 1.38089 -0.25178 -5.04257  -0.419
C 1.17450 0.83583 -4.00865  -0.208
N 0.98081 0.21425 -2.70901  -0.603
C 1.49772 -0.97956 -2.31309  0.641
N 1.30633 -1.34476 -1.06996  -0.764
C 1.76797 -2.66718 -0.63806  -0.219
C 1.95811 -3.62828 -1.79304  -0.427
C 2.80903 -2.95097 -2.84424  -0.202
N 2.15803 -1.70856 -3.24199  -0.424
C 2.48060 -1.17367 -4.55952  -0.201
H 1.65218 0.18421 -6.00289  0.236
H 0.45786 -0.81942 -5.17337  0.219
H 0.28849 1.43109 -4.23140  0.217
H 2.03653 1.51268 -3.99193  0.188
H 0.47641 0.73130 -2.00285  0.396
H 1.03643 -3.06501 0.06886  0.204
H 2.70747 -2.55931 -0.08397  0.190
H 0.99206 -3.89016 -2.23203  0.214
H 2.43032 -4.54873 -1.45034  0.234
H 2.91831 -3.56302 -3.73982  0.215
H 3.81570 -2.74728 -2.45914  0.193
H 2.60683 -2.02316 -5.23146  0.219
H 3.43880 -0.64049 -4.52489  0.192
Cl 1.49249 -1.14788 2.49584  -0.378
Ge -0.61068 -1.15036 3.05981  1.079
Cl -0.74720 -0.09159 4.89069  -0.326
Cl -1.11368 -3.18697 3.38198  -0.328

Cartesian forces (eV/Å) of the 2 atoms listed first:
Co 0.21 -0.08 -0.35
C 0.02 0.05 -0.07

The expectation value of S² is 2.019. The spin multiplicity is 3. Its relative energy (zero: lowest compared OMol25 entry of this formula, charge and spin) is 0.0000 eV. The HOMO-LUMO gap (alpha / beta) is 7.31 / 7.18 eV. As for the charge: +1.


C19H27FNPPd as an isolated structure at a distorted geometry, computed with ωB97M-V with the def2-TZVPD basis set.

Each line ends with the natural charge from an NBO analysis.
CARTESIAN COORDINATES (ANGSTROEM)
C 0.37019 -4.08904 2.88913  -0.237
C 0.59590 -4.26845 1.53718  -0.213
C 0.39409 -3.19215 0.64199  -0.105
C -0.09030 -1.98102 1.11195  -0.302
C -0.31954 -1.79051 2.47237  -0.011
C -0.08522 -2.85607 3.36294  -0.236
C 0.57481 -3.51901 -0.81520  -0.442
C -0.10723 -2.58170 -1.82810  -0.224
N -1.47733 -2.05600 -1.47851  -0.521
Pd -0.65645 -0.42444 -0.32580  0.562
C -0.86614 -0.48013 2.97680  -0.777
P -1.67907 0.38815 1.57901  1.101
H 0.88634 -5.23279 1.13681  0.200
H -0.27148 -2.70610 4.43004  0.199
H 0.51356 -4.93052 3.58103  0.210
H -0.05284 0.17656 3.35423  0.239
H -1.61508 -0.60797 3.78041  0.228
H 1.65844 -3.53051 -1.03753  0.240
H 0.25658 -4.56298 -1.00736  0.210
H 0.51792 -1.68837 -1.93532  0.206
C -1.68041 2.12812 2.01937  -0.981
C -3.38111 -0.21109 1.58700  -0.978
H -0.10762 -3.04154 -2.83095  0.196
C -2.30598 -2.93627 -0.62176  -0.411
C -2.23613 -1.81094 -2.77716  -0.403
H -0.03687 1.23642 -0.21242  0.079
H -2.91988 -3.57191 -1.26753  0.175
H -1.69461 -3.55757 0.01482  0.237
H -2.97168 -2.32121 -0.00155  0.199
H -2.97540 -2.62465 -2.86014  0.184
H -2.79863 -0.86835 -2.79244  0.211
H -1.56188 -1.87617 -3.65112  0.205
H -3.92953 0.24490 2.41776  0.230
H -3.82974 0.08989 0.63288  0.244
H -3.42486 -1.29895 1.67908  0.254
H -2.19802 2.29095 2.97350  0.237
H -0.64826 2.50329 2.10817  0.257
H -2.20084 2.67639 1.22568  0.249
H -0.89375 1.31816 -0.50662  -0.095
F 5.71287 -0.22589 0.60876  -0.345
C 4.37475 -0.08577 0.30929  0.372
C 3.52785 0.46047 1.27098  -0.278
C 2.13883 0.43295 1.01361  -0.272
C 1.64488 -0.08953 -0.15755  -0.170
C 2.52109 -0.58563 -1.11263  -0.272
C 3.90919 -0.60090 -0.88163  -0.284
H 3.93784 0.82674 2.21070  0.224
H 1.49115 0.83515 1.77947  0.191
H 2.20027 -0.98328 -2.06644  0.194
H 4.58589 -1.06076 -1.60057  0.224

Cartesian forces (eV/Å) of the 2 atoms listed first:
C -0.09 -0.15 0.57
C -0.08 0.86 -0.47

The expectation value of S² is 2.016. The spin multiplicity is 3. The HOMO-LUMO gap (alpha / beta) is 5.88 / 6.89 eV.


A single C19H27N3O2 molecule at a distorted geometry, computed with ωB97M-V with the def2-TZVPD basis set.

Each line ends with the natural charge from an NBO analysis.
CARTESIAN COORDINATES (ANGSTROEM)
C -8.46713 -2.21894 2.28978  -0.547
C -7.05314 -2.11759 2.35671  -0.416
C -6.56970 -0.76297 2.66987  -0.386
C -4.90375 -0.67186 2.75817  -0.391
C -4.32187 0.87602 3.23154  -0.350
C -2.71027 0.70919 3.17559  -0.029
O -2.19891 0.47295 1.89115  -0.502
C -1.06561 0.70710 1.44122  0.303
C -0.02397 0.83701 2.37953  -0.277
C 1.26678 0.80414 2.10527  -0.147
C 1.61521 0.54770 0.52768  -0.094
C 3.19235 0.59272 0.40817  0.642
O 3.94384 1.31046 1.21637  -0.675
N 3.52515 -0.06979 -0.67256  -0.601
C 4.85419 -0.16480 -1.20112  -0.193
C 5.02654 0.75284 -2.49299  -0.413
C 4.55482 0.18033 -3.71610  -0.219
N 3.31317 -0.10076 -3.59131  -0.424
C 2.66013 -1.41965 -3.64437  -0.033
C 1.37371 -1.32473 -3.48288  -0.127
N 1.16506 -0.04682 -3.72642  -0.471
C 2.08478 0.62369 -3.99157  0.246
C 0.65247 0.56027 -0.39399  -0.198
C -0.66974 0.65230 0.28449  -0.241
H -8.89184 -3.06578 1.85810  0.215
H -8.75341 -1.95166 3.11655  0.183
H -8.87460 -1.38932 1.47810  0.168
H -6.58116 -2.86258 3.13147  0.186
H -6.57570 -2.36565 1.48918  0.200
H -6.69865 0.06067 1.84671  0.213
H -6.89181 -0.45036 3.78715  0.195
H -4.38715 -1.45680 3.41860  0.182
H -4.35979 -0.91913 1.82976  0.202
H -4.70171 1.29916 2.57493  0.180
H -4.52786 0.68889 4.07035  0.191
H -2.39902 -0.12347 3.69595  0.176
H -2.38497 1.55193 3.38451  0.164
H -0.20697 0.60924 3.56749  0.205
H 2.00129 1.06583 2.73307  0.224
H 2.60362 -0.53436 -1.29271  0.438
H 5.13847 -0.98262 -1.44423  0.166
H 5.51931 0.17072 -0.43733  0.239
H 4.57975 1.60598 -2.29344  0.204
H 5.98533 1.24681 -2.69338  0.216
H 5.28543 -0.69450 -3.85266  0.198
H 4.72689 0.76003 -4.69745  0.203
H 3.35298 -2.15764 -3.45653  0.197
H 0.56839 -2.05023 -3.44169  0.230
H 2.35788 1.78690 -3.94415  0.191
H 0.82934 0.55645 -1.31979  0.200
H -1.52758 0.31031 -0.62131  0.180

Cartesian forces (eV/Å) of the 2 atoms listed first:
C -0.09 1.20 -10.23
C 3.25 -1.44 2.20

Its relative energy (zero: lowest compared OMol25 entry of this formula, charge and spin) is 19.1929 eV. As for the SMILES: CCCCCCOc1ccc(C(=O)NCCCn2ccnc2)cc1. The HOMO-LUMO gap is 8.85 eV.